one.
Computed, not measured: one molecule with the formula C2H3Cl3S, with ωB97M-V with the def2-TZVPD basis set.

**HOMO-LUMO gap**: 10.35 eV
**SMILES**: S[C@H](Cl)C(Cl)Cl
**LUMO level**: 0.0231 Ha
**Molecular weight**: 165.5 u

Each line ends with the Löwdin charge.
Positions of all 9 atoms, in Å:
S1 0.57 1.09 -1.49  0.658
C1 0.45 0.31 0.14  -1.156
Cl1 1.81 -0.83 0.40  0.525
C2 -1.00 -0.51 0.48  -1.165
Cl2 -1.17 -1.62 -0.94  0.501
Cl3 -2.26 0.65 0.45  0.611
H1 1.53 0.37 -2.07  -0.145
H2 0.43 1.10 1.03  0.095
H3 -0.86 -1.07 1.45  0.078

---

two.
Computed, not measured: one molecule with the formula C2H3Cl3S, with ωB97M-V with the def2-TZVPD basis set.

**HOMO-LUMO gap**: 9.21 eV
**SMILES**: ClC[C@H](Cl)SCl
**LUMO level**: -0.0121 Ha
**Molecular weight**: 165.5 u

Each line ends with the Löwdin charge.
Positions of all 9 atoms, in Å:
Cl1 1.33 1.94 0.57  0.560
C1 1.27 0.22 0.29  -0.624
C2 -0.36 -0.17 -0.31  -1.145
Cl2 -0.45 0.77 -1.77  0.581
S1 -1.54 0.05 1.06  0.415
Cl3 -3.01 -1.14 0.21  0.103
H1 1.69 0.08 -0.72  0.035
H2 1.41 -0.46 1.03  0.025
H3 -0.33 -1.29 -0.38  0.051

---

one is favored, and the nearest alternative lies 0.0172 hartree above it.

---

one.
Computed, not measured: one molecule with the formula C3H4INO2, with ωB97M-V with the def2-TZVPD basis set.

**HOMO-LUMO gap**: 9.28 eV
**SMILES**: CC(=O)N(I)C=O
**LUMO level**: -0.0069 Ha
**Molecular weight**: 213.0 u

Each line ends with the Löwdin charge.
Positions of all 11 atoms, in Å:
C1 -0.76 0.16 -0.23  0.043
C2 -0.49 1.43 0.60  -0.514
O1 -0.88 2.52 0.44  0.033
N1 0.39 1.25 1.80  -0.415
I1 0.35 2.81 3.12  1.003
C3 1.27 0.24 2.13  -0.452
O2 2.02 0.29 3.07  -0.018
H1 -1.71 -0.19 -0.10  0.058
H2 -0.56 0.44 -1.24  0.085
H3 0.06 -0.52 0.12  0.073
H4 1.34 -0.45 1.32  0.104

---

two.
Computed, not measured: C3H4INO2 as an isolated structure, with ωB97M-V with the def2-TZVPD basis set.

**HOMO-LUMO gap**: 8.60 eV
**LUMO level**: -0.0207 Ha
**Molecular weight**: 213.0 u

Each line ends with the Löwdin charge.
Positions of all 11 atoms, in Å:
C1 0.10 -0.21 -0.81  -0.552
C2 -1.63 0.07 1.16  0.034
C3 -1.04 0.41 0.01  -0.053
N1 1.43 0.04 -0.63  -0.469
O1 -0.17 -0.84 -1.85  -0.125
O2 2.16 0.54 0.43  -0.065
I1 2.54 -0.93 -2.16  0.922
H1 1.94 -0.08 1.14  0.109
H2 -1.27 -0.68 1.74  0.018
H3 -2.59 0.44 1.53  0.074
H4 -1.47 1.23 -0.56  0.107

---

one is favored, and the nearest alternative lies 0.1045 hartree above it.

---

one.
Computed, not measured: C23H34BClN11O7PRe as an isolated structure, with ωB97M-V with the def2-TZVPD basis set.

**Spin multiplicity**: 3
**HOMO-LUMO gap (alpha / beta)**: 3.04 / 3.58 eV
**Charge**: +3
**LUMO level (alpha / beta)**: -0.4718 / -0.4519 Ha
**Molecular weight**: 840.0 u

Each line ends with the Löwdin charge.
Positions of all 79 atoms, in Å:
Re1 -0.42 0.49 0.82  1.791
C1 -0.21 3.91 -0.17  0.000
C2 0.68 2.95 -0.85  -0.289
C3 1.62 3.27 -1.82  0.065
C4 2.19 2.08 -2.21  0.043
N1 1.63 1.09 -1.49  0.061
N2 0.69 1.62 -0.66  -0.047
B1 1.94 -0.40 -1.41  -0.667
N3 2.35 -0.67 0.05  0.051
C5 3.56 -0.99 0.55  0.041
C6 3.48 -0.92 1.92  0.059
C7 2.18 -0.53 2.22  -0.290
C8 1.68 -0.28 3.59  -0.007
N4 1.50 -0.39 1.06  -0.067
N5 0.60 -1.15 -1.62  0.042
C9 0.34 -2.05 -2.58  0.021
C10 -0.90 -2.59 -2.34  0.046
C11 -1.39 -1.96 -1.20  -0.290
C12 -2.70 -2.29 -0.59  0.005
N6 -0.47 -1.06 -0.77  -0.025
N7 3.01 -0.90 -2.35  -0.043
C13 3.52 -2.18 -2.36  -0.094
C14 4.52 -2.22 -3.27  0.023
C15 4.59 -0.90 -3.81  -0.302
C16 5.50 -0.39 -4.83  -0.023
N8 3.65 -0.14 -3.22  0.101
H1 0.07 4.92 -0.47  0.125
H2 -0.12 3.85 0.91  0.061
H3 -1.23 3.75 -0.48  0.041
H4 1.85 4.25 -2.19  0.135
H5 2.95 1.87 -2.93  0.125
H6 4.39 -1.24 -0.07  0.149
H7 4.26 -1.12 2.63  0.138
H8 2.28 -0.84 4.30  0.116
H9 0.64 -0.53 3.73  0.059
H10 1.81 0.78 3.84  0.093
H11 1.03 -2.27 -3.36  0.150
H12 -1.41 -3.34 -2.92  0.136
H13 -3.02 -3.26 -0.98  0.112
H14 -3.45 -1.57 -0.88  0.076
H15 -2.66 -2.34 0.49  0.063
H16 3.12 -2.95 -1.72  0.125
H17 5.14 -3.05 -3.54  0.118
H18 6.15 -1.17 -5.22  0.092
H19 6.11 0.42 -4.42  0.095
H20 4.94 0.09 -5.64  0.094
O1 -1.11 3.69 2.99  -0.169
Cl1 -0.79 2.34 3.08  0.717
O2 -0.69 1.82 4.36  -0.139
O3 0.39 2.05 2.31  -0.363
O4 -1.81 1.57 2.33  -0.459
C17 -4.88 0.51 0.62  -0.020
O5 -3.61 0.47 -0.07  -0.301
P1 -2.52 1.62 -0.11  0.671
O6 -3.35 2.79 0.50  -0.248
C18 -3.33 4.19 0.81  -0.011
O7 -2.33 2.02 -1.64  -0.257
C19 -2.39 1.20 -2.80  -0.038
H21 -5.67 0.67 -0.11  0.119
H22 -4.90 1.30 1.36  0.097
H23 -5.01 -0.47 1.09  0.101
H24 -4.35 4.40 1.13  0.124
H25 -3.10 4.80 -0.07  0.114
H26 -2.66 4.40 1.64  0.080
H27 -2.59 1.88 -3.62  0.118
H28 -3.19 0.47 -2.72  0.098
H29 -1.43 0.70 -2.96  0.085
N9 -0.37 -4.51 3.49  0.205
C20 -0.98 -3.35 3.30  -0.323
C21 -0.56 -2.38 2.33  -0.068
N10 -1.22 -1.26 2.16  -0.067
C22 -2.34 -1.05 2.86  -0.128
C23 -2.73 -1.97 3.83  -0.046
N11 -2.06 -3.07 4.03  0.175
H30 0.47 -4.79 3.00  0.130
H31 -0.73 -5.13 4.21  0.143
H32 0.33 -2.57 1.75  0.121
H33 -2.91 -0.15 2.70  0.087
H34 -3.60 -1.80 4.45  0.141

---

two.
Computed, not measured: C23H34BClN11O7PRe as an isolated structure, with ωB97M-V with the def2-TZVPD basis set.

**Spin multiplicity**: 3
**HOMO-LUMO gap (alpha / beta)**: 5.39 / 4.69 eV
**Charge**: +3
**LUMO level (alpha / beta)**: -0.4065 / -0.4319 Ha
**Molecular weight**: 840.0 u

Each line ends with the Löwdin charge.
Positions of all 79 atoms, in Å:
Re1 0.74 0.10 0.46  1.790
C1 2.24 -3.29 -0.48  -0.004
C2 0.86 -3.10 0.07  -0.247
C3 -0.02 -4.13 0.28  0.053
C4 -1.24 -3.54 0.59  0.034
N1 -1.10 -2.23 0.59  0.035
N2 0.20 -1.89 0.31  -0.072
B1 -2.19 -1.16 0.87  -0.691
N3 -1.73 -0.48 2.15  0.056
C5 -2.24 -0.45 3.37  0.033
C6 -1.46 0.35 4.17  0.047
C7 -0.44 0.82 3.38  -0.251
C8 0.57 1.77 3.89  -0.002
N4 -0.58 0.29 2.09  -0.046
N5 -2.11 -0.05 -0.21  0.050
C9 -3.12 0.43 -0.92  0.036
C10 -2.65 1.43 -1.76  0.052
C11 -1.30 1.52 -1.55  -0.261
C12 -0.39 2.33 -2.40  0.000
N6 -0.96 0.64 -0.53  -0.105
N7 -3.53 -1.79 0.82  -0.019
C13 -4.63 -1.89 1.62  -0.041
C14 -5.57 -2.61 0.95  0.018
C15 -4.99 -2.93 -0.29  -0.322
C16 -5.60 -3.70 -1.42  -0.007
N8 -3.77 -2.44 -0.38  0.107
H1 2.19 -4.15 -1.16  0.112
H2 2.62 -2.44 -1.04  0.063
H3 2.95 -3.55 0.30  0.087
H4 0.19 -5.18 0.17  0.144
H5 -2.20 -4.00 0.78  0.152
H6 -3.13 -1.00 3.61  0.135
H7 -1.62 0.59 5.21  0.144
H8 0.19 2.19 4.82  0.112
H9 1.52 1.28 4.11  0.093
H10 0.75 2.58 3.21  0.060
H11 -4.11 0.01 -0.82  0.152
H12 -3.22 1.99 -2.48  0.144
H13 -0.82 3.32 -2.55  0.116
H14 0.61 2.45 -2.01  0.038
H15 -0.33 1.87 -3.39  0.110
H16 -4.70 -1.45 2.60  0.110
H17 -6.56 -2.89 1.30  0.125
H18 -6.57 -4.09 -1.14  0.089
H19 -5.72 -3.07 -2.30  0.087
H20 -4.96 -4.53 -1.72  0.086
O1 3.65 -1.89 1.79  -0.135
Cl1 3.30 -0.57 1.51  0.837
O2 4.28 0.39 1.78  -0.157
O3 1.97 -0.20 2.17  -0.430
O4 2.76 -0.42 0.07  -0.475
C17 0.23 4.36 0.54  -0.024
O5 1.29 3.61 -0.13  -0.288
P1 2.13 2.46 0.51  0.612
O6 2.43 2.91 1.96  -0.316
C18 3.69 3.28 2.64  0.011
O7 3.53 2.58 -0.15  -0.253
C19 4.34 2.28 -1.30  -0.027
H21 -0.08 5.13 -0.16  0.108
H22 0.63 4.81 1.44  0.098
H23 -0.60 3.70 0.77  0.088
H24 3.59 4.32 2.93  0.113
H25 4.52 3.14 1.96  0.090
H26 3.77 2.63 3.51  0.099
H27 5.32 2.69 -1.09  0.121
H28 3.92 2.78 -2.17  0.104
H29 4.43 1.21 -1.44  0.088
N9 3.07 0.75 -4.49  0.201
C20 2.14 0.10 -3.77  -0.324
C21 1.96 0.34 -2.39  -0.075
N10 1.00 -0.29 -1.71  -0.078
C22 0.20 -1.14 -2.37  -0.086
C23 0.42 -1.37 -3.71  -0.040
N11 1.38 -0.78 -4.41  0.185
H30 3.73 1.39 -4.08  0.106
H31 3.17 0.52 -5.46  0.140
H32 2.57 1.04 -1.86  0.053
H33 -0.63 -1.61 -1.86  0.119
H34 -0.20 -2.08 -4.24  0.141

---

two is favored, and the nearest alternative lies 0.0349 hartree above it.

---

one.
Computed, not measured: one molecule with the formula CH2O4S, with ωB97M-V with the def2-TZVPD basis set.

**HOMO-LUMO gap**: 10.48 eV
**LUMO level**: -0.0205 Ha
**Molecular weight**: 110.1 u

Each line ends with the Löwdin charge.
Positions of all 8 atoms, in Å:
C1 -0.37 -0.79 1.01  -0.387
O1 -0.03 1.52 -0.67  -0.338
O2 1.77 0.21 -1.82  -0.358
O3 -0.07 -1.09 -0.16  -0.140
O4 -0.61 0.40 1.38  -0.009
S1 0.37 0.27 -1.58  1.040
H1 -0.56 -1.71 1.59  0.151
H2 -0.51 1.18 0.26  0.040

---

two.
Computed, not measured: one molecule with the formula CH2O4S, with ωB97M-V with the def2-TZVPD basis set.

**HOMO-LUMO gap**: 11.37 eV
**LUMO level**: 0.0156 Ha
**Molecular weight**: 110.1 u

Each line ends with the Löwdin charge.
Positions of all 8 atoms, in Å:
C1 -0.43 0.73 -0.05  -0.431
O1 1.61 -1.35 -0.38  -0.267
O2 0.70 1.05 -0.64  -0.208
O3 2.53 0.43 1.07  -0.375
O4 -0.62 -0.22 0.66  0.047
S1 2.23 0.14 -0.29  1.019
H1 -1.22 1.45 -0.32  0.151
H2 0.92 -1.51 0.28  0.064

---

two is favored, and the nearest alternative lies 0.0183 hartree above it.

---

one.
Computed, not measured: an isolated ion of composition C4H7O2 and charge +1, with ωB97M-V with the def2-TZVPD basis set.

**HOMO-LUMO gap**: 8.00 eV
**Charge**: +1
**LUMO level**: -0.2370 Ha
**Molecular weight**: 87.1 u

Each line ends with the Löwdin charge.
Positions of all 13 atoms, in Å:
C1 -1.61 -0.38 -0.63  0.206
C2 1.43 0.95 -1.51  0.234
C3 -0.38 0.08 -0.48  -0.388
C4 0.00 -0.54 1.78  0.010
O1 0.49 -0.04 0.50  -0.056
O2 0.19 0.77 -1.57  0.149
H1 -1.96 -0.14 -1.60  0.104
H2 -2.06 -0.77 0.20  0.070
H3 1.79 1.68 -2.31  0.173
H4 2.20 0.49 -0.86  0.165
H5 0.77 -0.66 2.51  0.089
H6 -0.28 -1.57 1.56  0.114
H7 -0.58 0.14 2.41  0.130

---

two.
Computed, not measured: C4H7O2 as an isolated structure, with ωB97M-V with the def2-TZVPD basis set.

**HOMO-LUMO gap**: 10.68 eV
**Charge**: +1
**LUMO level**: -0.1645 Ha
**Molecular weight**: 87.1 u

Each line ends with the Löwdin charge.
Positions of all 13 atoms, in Å:
C1 0.91 -3.25 -0.96  -0.073
C2 -0.97 0.70 -0.87  -0.182
C3 -1.05 1.20 0.56  -0.008
C4 1.53 -2.11 -0.60  0.026
O1 -0.34 -0.22 -1.37  0.054
O2 0.49 -4.19 -1.44  0.347
H1 -0.50 0.30 1.08  0.111
H2 -1.51 1.26 -1.53  0.104
H3 -2.17 1.31 0.95  0.146
H4 -0.44 2.08 0.71  0.089
H5 2.28 -1.76 -1.32  0.148
H6 1.74 -1.83 0.35  0.075
H7 0.58 -1.16 -0.97  0.163

---

two is favored, and the nearest alternative lies 0.0401 hartree above it.

---

one.
Computed, not measured: C11H28AgF2N5O9S2 as an isolated structure, with ωB97M-V with the def2-TZVPD basis set.

**Spin multiplicity**: 2
**HOMO-LUMO gap (alpha / beta)**: 10.48 / 6.54 eV
**Charge**: +1
**LUMO level (alpha / beta)**: -0.0855 / -0.2273 Ha
**Molecular weight**: 584.4 u

Each line ends with the Löwdin charge.
Positions of all 58 atoms, in Å:
Ag1 -0.17 -0.20 0.27  1.181
N1 -2.08 0.51 0.77  -0.355
S1 -2.87 1.85 0.58  0.472
O1 -2.91 2.68 1.76  -0.243
O2 -3.97 1.88 -0.34  -0.230
F1 -1.64 2.52 -0.24  -0.216
S2 -3.42 -0.42 1.28  0.568
O3 -4.10 -1.13 0.26  -0.223
O4 -4.12 0.12 2.42  -0.224
F2 -2.48 -1.45 2.07  -0.194
C1 -0.55 0.50 4.40  -0.033
C2 0.30 0.83 3.17  -0.471
C3 1.60 1.54 3.51  -0.039
O5 0.52 -0.36 2.39  -0.115
H1 -1.58 0.37 4.06  0.072
H2 -0.59 1.34 5.08  0.093
H3 -0.26 -0.43 4.90  0.090
H4 -0.40 1.52 2.69  0.117
H5 1.43 2.45 4.08  0.092
H6 2.14 1.85 2.61  0.059
H7 2.28 0.93 4.12  0.089
H8 1.22 -0.82 2.87  0.115
O6 -0.21 0.21 -2.03  -0.052
C4 -0.68 0.29 -3.16  -0.550
N2 -0.78 -0.72 -4.03  0.198
C5 -1.28 1.60 -3.63  0.010
H9 -0.49 -1.64 -3.75  0.113
H10 -1.36 -0.57 -4.84  0.122
H11 -0.94 2.48 -3.09  0.079
H12 -2.37 1.59 -3.48  0.100
H13 -1.12 1.83 -4.68  0.085
O7 -1.01 -2.27 -0.24  -0.059
C6 -1.51 -3.25 -0.78  -0.548
N3 -1.11 -4.50 -0.48  0.189
C7 -2.46 -3.11 -1.94  0.003
H14 -1.08 -5.27 -1.12  0.119
H15 -0.48 -4.47 0.31  0.121
H16 -3.31 -3.78 -1.87  0.096
H17 -2.01 -3.44 -2.88  0.082
H18 -2.73 -2.06 -2.06  0.077
O8 1.76 -1.32 -0.23  -0.052
C8 2.96 -1.61 -0.36  -0.541
N4 3.83 -0.79 -0.95  0.206
C9 3.45 -2.96 0.09  0.017
H19 4.78 -1.12 -0.91  0.117
H20 3.60 0.16 -1.22  0.107
H21 2.79 -3.32 0.88  0.087
H22 4.48 -2.98 0.45  0.087
H23 3.29 -3.68 -0.71  0.097
O9 1.24 1.62 0.01  -0.059
C10 1.65 2.62 -0.57  -0.554
N5 2.06 2.55 -1.85  0.189
C11 1.60 3.99 0.11  0.033
H24 1.89 1.73 -2.41  0.099
H25 2.45 3.36 -2.31  0.112
H26 2.00 4.83 -0.44  0.084
H27 2.16 3.76 1.02  0.084
H28 0.59 4.15 0.46  0.092

---

two.
Computed, not measured: C11H28AgF2N5O9S2 as an isolated structure, with ωB97M-V with the def2-TZVPD basis set.

**Spin multiplicity**: 2
**HOMO-LUMO gap (alpha / beta)**: 10.08 / 6.89 eV
**Charge**: +1
**LUMO level (alpha / beta)**: -0.1076 / -0.2248 Ha
**Molecular weight**: 584.4 u

Each line ends with the Löwdin charge.
Positions of all 58 atoms, in Å:
Ag1 0.12 -0.12 -0.44  1.159
N1 1.18 -1.98 -0.88  -0.338
S1 2.22 -2.82 -0.13  0.467
O1 3.45 -3.12 -0.80  -0.220
O2 1.80 -3.79 0.87  -0.256
F1 2.78 -1.58 0.81  -0.204
S2 0.63 -3.39 -1.73  0.649
O3 -0.39 -4.22 -1.06  -0.279
O4 1.48 -4.16 -2.63  -0.209
F2 -0.37 -2.56 -2.72  -0.202
C1 3.27 1.40 1.99  -0.029
C2 2.09 2.12 1.24  -0.425
C3 2.29 3.62 0.83  -0.020
O5 1.74 1.36 0.08  -0.146
H1 3.55 1.97 2.88  0.081
H2 4.13 1.33 1.32  0.081
H3 3.10 0.36 2.30  0.057
H4 1.26 2.08 1.95  0.114
H5 1.35 3.94 0.39  0.073
H6 3.09 3.70 0.09  0.081
H7 2.58 4.25 1.67  0.085
H8 2.33 1.69 -0.60  0.101
O6 0.22 -0.68 1.64  -0.046
C4 0.35 -1.14 2.75  -0.599
N2 0.74 -2.33 2.94  0.222
C5 0.25 -0.30 4.06  0.032
H9 0.91 -2.91 2.13  0.069
H10 0.74 -2.68 3.89  0.141
H11 -0.51 -0.77 4.69  0.084
H12 -0.14 0.66 3.73  0.074
H13 1.22 -0.23 4.56  0.091
O7 -1.07 1.67 0.10  -0.048
C6 -2.13 2.29 0.21  -0.520
N3 -3.21 2.01 -0.51  0.195
C7 -2.27 3.32 1.34  0.025
H14 -4.03 2.60 -0.56  0.131
H15 -3.10 1.32 -1.25  0.111
H16 -2.59 2.85 2.28  0.093
H17 -2.95 4.13 1.07  0.081
H18 -1.34 3.85 1.52  0.080
O8 -0.12 0.63 -2.52  -0.042
C8 0.48 0.42 -3.59  -0.474
N4 1.29 -0.69 -3.65  0.188
C9 0.36 1.25 -4.85  0.020
H19 1.39 -1.29 -2.84  0.038
H20 1.78 -0.99 -4.48  0.131
H21 1.14 2.01 -4.99  0.095
H22 -0.61 1.74 -4.91  0.090
H23 0.42 0.70 -5.79  0.089
O9 -1.77 -1.40 -0.36  -0.068
C10 -2.87 -1.94 -0.30  -0.526
N5 -2.99 -3.29 -0.39  0.200
C11 -4.09 -1.04 -0.17  0.000
H24 -3.89 -3.73 -0.51  0.121
H25 -2.11 -3.78 -0.47  0.063
H26 -4.89 -1.55 0.36  0.083
H27 -4.45 -0.57 -1.08  0.085
H28 -3.83 -0.24 0.53  0.069

---

one is favored, and the nearest alternative lies 0.0385 hartree above it.